Molecular formula: C5H6O
Method: DFT, ωB97M-V with the def2-TZVPD basis set

Each line ends with the Mulliken charge.
Atoms and positions in Å:
O 1.3426 -2.1501 0.1610  -0.566
C 0.7037 -1.1439 0.0304  0.357
C -0.3922 -0.7098 -0.9658  -0.588
C -0.1629 0.7392 -0.4738  -0.185
C -0.5546 0.7969 0.9504  -0.539
C 0.8087 0.2336 0.5956  -0.211
H -0.0801 -0.8920 -1.9965  0.270
H -1.3800 -1.1596 -0.8066  0.249
H -0.0677 1.6143 -1.1038  0.376
H -1.4572 0.2234 1.1273  0.204
H -0.4630 1.7072 1.5373  0.253
H 1.7027 0.7408 0.9443  0.380

Results
Kohn-Sham gap ... 0.3882 hartree
SMILES ... O=C1C[C@H]2C[C@@H]12
LUMO energy ... 1.0 eV
Energy relative to the best compared isomer or geometry (same formula, charge and spin) ... 33.3 kcal/mol



Molecular formula: C5H6O
Method: DFT, ωB97M-V with the def2-TZVPD basis set

Each line ends with the Mulliken charge.
Atoms and positions in Å:
C 1.2213 0.7720 0.3762  -1.127
C -0.8034 -0.4357 -0.1431  0.471
C -0.8638 -1.7914 0.3241  -0.143
O -1.9931 -0.9711 -0.1924  -0.363
C -0.1022 0.7130 -0.3683  0.242
C -0.7049 1.5977 -1.2879  -0.678
H 1.6174 1.7882 0.3372  0.361
H 1.9798 0.0883 -0.0208  0.274
H 1.0672 0.5217 1.4332  0.310
H -0.8587 -2.0046 1.3886  0.248
H -0.6169 -2.6121 -0.3423  0.221
H 0.0637 2.3683 -1.5296  0.184

Results
Kohn-Sham gap ... 0.2856 hartree
LUMO energy ... -0.2 eV
Energy relative to the best compared isomer or geometry (same formula, charge and spin) ... 122.2 kcal/mol



Molecular formula: C5H6O
Method: DFT, ωB97M-V with the def2-TZVPD basis set

Each line ends with the Mulliken charge.
Atoms and positions in Å:
C -0.9664 -0.5684 -1.6346  -0.228
C 0.2199 -0.4039 -1.4693  -0.270
C 1.2447 0.1595 -0.5955  -0.469
C 0.0561 0.7376 0.2856  0.631
C -0.4158 -0.2061 1.3685  -1.038
O -0.3934 1.8402 0.0909  -0.567
H -1.9988 -0.6737 -1.8566  0.388
H 1.9075 -0.6050 -0.1562  0.278
H 1.8421 0.9676 -1.0268  0.306
H 0.1466 0.1268 2.2447  0.337
H -0.1601 -1.2465 1.1530  0.320
H -1.4824 -0.1282 1.5963  0.311

Results
Kohn-Sham gap ... 0.3771 hartree
SMILES ... C#CCC(C)=O
LUMO energy ... 0.9 eV
Energy relative to the best compared isomer or geometry (same formula, charge and spin) ... 57.0 kcal/mol



Question: The lowest Kohn-Sham gap belongs to which entry?
Answer: number 2